No. 1
One molecule with the formula C17H17N5O3S. Source: the OMol25 dataset; level of theory: ωB97M-V/def2-TZVPD.

For the frontier orbital gap, the calculation gives 8.55 eV. The energy relative to the best compared isomer or geometry (same formula, charge and spin) is 30.9 kcal per mole. The structure (SMILES) is CCn1c(SCC(=O)NNC(=O)c2ccccc2)nnc1-c1ccco1.

Structure (ORCA input):
```
! RIJCOSX wB97M-V def2-TZVPD def2/J DEFGRID3
* xyz 0 1
C -1.59 -0.29 2.95
H -2.10 -0.48 3.89
H -2.29 0.16 2.26
H -1.24 -1.23 2.53
C -0.40 0.64 3.20
N 0.45 0.71 2.03
C 1.61 0.04 1.83
N 2.08 0.25 0.63
N 1.22 1.07 0.01
C 0.24 1.35 0.83
C -0.85 2.20 0.48
C -1.11 2.80 -0.72
C -2.31 3.51 -0.55
C -2.70 3.30 0.73
O -1.83 2.50 1.37
H -3.55 3.64 1.30
H -2.82 4.11 -1.29
H -0.50 2.72 -1.60
S 2.33 -1.03 3.00
C 3.75 -1.62 2.01
C 3.40 -1.87 0.55
O 4.17 -1.62 -0.35
N 2.22 -2.52 0.35
N 1.55 -2.29 -0.86
C 0.28 -1.80 -0.74
O -0.30 -1.86 0.34
C -0.33 -1.26 -1.97
C -1.47 -0.46 -1.81
C -2.07 0.13 -2.90
C -1.55 -0.09 -4.17
C -0.44 -0.90 -4.34
C 0.17 -1.48 -3.24
H 1.02 -2.12 -3.39
H -0.05 -1.08 -5.33
H -2.02 0.37 -5.03
H -2.94 0.76 -2.77
H -1.85 -0.31 -0.81
H 2.19 -1.93 -1.56
H 1.53 -2.55 1.11
H 4.54 -0.87 2.06
H 4.08 -2.54 2.50
H -0.75 1.65 3.44
H 0.22 0.27 4.02
*
```

Here are the Mulliken charges for atoms 1 to 4, given in e: C -0.78; H 0.42; H 0.25; H 0.17

No. 2
C17H17N9OS2SeW as an isolated structure. Source: the OMol25 dataset; level of theory: ωB97M-V/def2-TZVPD.

For the frontier orbital gap, the calculation gives 6.05 eV. The energy relative to the best compared isomer or geometry (same formula, charge and spin) is 11.8 kcal per mole.

Structure (ORCA input):
```
! RIJCOSX wB97M-V def2-TZVPD def2/J DEFGRID3
* xyz 2 1
W -0.76 -0.64 -1.04
N 1.18 3.42 -1.35
C 0.86 2.12 -1.31
S -0.75 1.65 -1.81
N 1.72 1.24 -0.94
N 1.30 -0.07 -0.90
C 2.36 -0.83 -0.62
C 2.42 -2.22 -0.62
C 3.56 -2.93 -0.18
C 3.59 -4.29 -0.32
C 2.51 -4.96 -0.92
C 1.40 -4.30 -1.38
C 1.34 -2.90 -1.21
O 0.31 -2.23 -1.67
H 0.57 4.10 -1.76
H 2.13 3.68 -1.15
H 3.26 -0.25 -0.41
H 4.39 -2.39 0.24
H 4.45 -4.85 0.02
H 2.56 -6.04 -1.03
H 0.58 -4.80 -1.86
C -5.13 2.12 0.92
C -3.86 1.71 1.56
N -3.45 2.02 2.74
N -2.23 1.42 2.87
C -1.87 0.75 1.79
S -0.47 -0.15 1.43
N -2.89 0.92 0.94
N -2.89 0.28 -0.30
H -5.68 2.74 1.63
H -5.75 1.26 0.67
H -4.95 2.70 0.02
H -1.70 1.54 3.73
H -3.21 0.94 -1.01
H -3.53 -0.51 -0.28
Se -1.95 -0.63 -3.24
N -1.91 -2.15 -0.83
C -2.81 -2.97 -1.16
C -3.32 -3.97 -0.25
C -4.22 -4.88 -0.68
C -4.69 -4.92 -2.05
C -4.26 -4.03 -2.95
C -3.33 -2.97 -2.57
N -3.03 -2.07 -3.43
H -2.95 -3.96 0.77
H -4.60 -5.62 0.01
H -5.39 -5.70 -2.33
H -4.59 -4.02 -3.98
*
```

Here are the Mulliken charges for atoms 1 to 4, given in e: W 0.75; N -0.41; C 0.83; S -0.40

No. 3
C17H18BFN5O7RuSe as an isolated structure. Source: the OMol25 dataset; level of theory: ωB97M-V/def2-TZVPD.

For the frontier orbital gap (spin up / spin down), the calculation gives 5.78 / 5.84 eV. The energy relative to the best compared isomer or geometry (same formula, charge and spin) is 0.0 kcal per mole.

Structure (ORCA input):
```
! RIJCOSX wB97M-V def2-TZVPD def2/J DEFGRID3
* xyz -1 1
Ru 1.31 -1.26 0.77
N 1.45 -1.01 -1.36
C 2.90 -0.97 -1.68
C 3.79 -1.54 -0.56
O 4.94 -1.85 -0.79
N 3.19 -1.51 0.65
C 3.87 -1.74 1.90
C 2.85 -2.16 2.97
O 3.23 -2.70 3.99
O 1.61 -1.84 2.70
H 1.05 -1.89 -1.68
H 0.97 -0.26 -1.84
H 3.20 0.08 -1.75
H 3.14 -1.46 -2.62
H 4.28 -0.78 2.26
H 4.69 -2.44 1.82
Se 1.34 0.93 1.63
C 0.76 2.11 0.24
C -0.17 1.70 -0.72
C -0.60 2.59 -1.70
C -0.11 3.89 -1.72
C 0.80 4.30 -0.76
C 1.23 3.42 0.22
H -0.56 0.69 -0.70
H -1.32 2.27 -2.43
H -0.46 4.58 -2.47
H 1.18 5.31 -0.77
H 1.92 3.74 0.98
B 0.43 -5.69 -0.87
C 0.77 -4.27 -0.26
N 1.03 -3.24 0.18
H 1.49 -6.22 -1.15
H -0.17 -6.31 -0.02
H -0.24 -5.50 -1.86
F -3.26 4.19 1.43
C -3.44 3.07 0.73
C -3.21 1.87 1.27
N -3.38 0.70 0.57
C -3.02 -0.59 1.20
C -1.53 -0.57 1.54
O -1.16 0.12 2.49
O -0.79 -1.22 0.73
C -3.83 0.70 -0.74
O -4.02 -0.30 -1.40
N -4.06 1.97 -1.25
C -3.89 3.21 -0.64
O -4.11 4.24 -1.24
H -2.83 1.76 2.28
H -3.26 -1.37 0.49
H -3.61 -0.71 2.11
H -4.39 1.98 -2.20
*
```

Here are the Mulliken charges for atoms 1 to 4, given in e: Ru 0.33; N -0.29; C -0.42; C 0.40